[1]
# C13H13FO5PS2

2 unconnected molecules or ions with the total composition C13H13FO5PS2 at a distorted geometry (wB97M-V/def2-TZVPD, the OMol25 dataset).

Computed properties:
- HOMO-LUMO gap (eV) = 2.63
- energy relative to the best compared isomer or geometry (same formula, charge and spin) (kJ/mol) = 1331.6
- HOMO energy (eV) = -3.2
- total energy (eV) = -57591.27646

```
! wB97M-V def2-TZVPD RIJCOSX def2/J DEFGRID3
* xyz -1 1
O -2.1345 1.7466 3.4660
C -2.3152 1.5607 2.1557
C -3.8120 1.5335 1.4095
C -3.9020 2.1987 0.0476
S -5.5860 2.1057 -0.8083
O -5.2753 1.7250 -2.3083
O -6.4280 3.3955 -0.6664
F -6.3774 0.6874 -0.1595
C -2.5809 2.9321 -0.6708
O -2.6736 4.0569 -1.3966
C -1.1405 2.1254 -0.3997
C 0.0761 2.0541 -1.5041
P 0.0013 2.9353 -3.1972
S 0.1683 4.8885 -2.8969
C 1.4078 1.1801 -1.1135
C 1.5016 0.4164 0.3371
C 0.3121 0.5060 1.4975
C -1.0314 1.3870 1.0973
H -4.7427 1.0211 1.9152
H 1.2383 2.5691 -3.8997
H -1.1237 2.5837 -4.0248
H 2.3031 1.0785 -1.8623
H 2.4586 -0.2183 0.5671
H 0.3636 -0.0356 2.5398
C 2.4041 -4.3417 0.4875
C 3.6175 -3.4157 0.6751
C 4.7171 -4.1695 1.4413
O 3.2350 -2.3912 1.4173
H 1.9853 -4.6845 1.4428
H 1.6017 -3.8438 -0.0715
H 2.6913 -5.2346 -0.0805
H 4.0199 -3.2403 -0.3325
H 4.3840 -4.5059 2.4320
H 5.6091 -3.5455 1.5810
H 5.0273 -5.0606 0.8828
*
```



[2]
# C13H13MoOPSe2Te2

A molecular structure, C13H13MoOPSe2Te2 (wB97M-V/def2-TZVPD, the OMol25 dataset).

Computed properties:
- HOMO-LUMO gap (spin up / spin down) (eV) = 5.04 / 5.03
- energy relative to the best compared isomer or geometry (same formula, charge and spin) (kJ/mol) = 15.9
- HOMO energy (spin up / spin down) (eV) = -14.8 / -14.8
- total energy (eV) = -172147.56478

```
! wB97M-V def2-TZVPD RIJCOSX def2/J DEFGRID3
* xyz 2 1
Mo 2.2639 -0.8334 -0.4892
Se 4.2327 -2.0819 -1.4523
Te 5.6596 -3.1103 0.2538
Te 4.3712 -2.7306 2.4727
Se 2.2756 -1.5676 1.8266
C -1.3490 -2.0155 -0.6104
P -0.2460 -0.6288 -0.2566
C -0.4539 0.5566 -1.5989
C -0.3469 -0.0278 -2.8750
C -0.4174 0.7438 -4.0232
C -0.5935 2.1156 -3.9176
C -0.6798 2.7051 -2.6646
C -0.6002 1.9406 -1.5107
C -0.6101 -0.0592 1.4222
C -0.8958 -1.0851 2.3406
C -1.1078 -0.8057 3.6791
C -1.0262 0.5040 4.1330
C -0.7295 1.5204 3.2404
C -0.5232 1.2469 1.8962
H -2.3662 -1.6188 -0.5686
H -1.2381 -2.8048 0.1289
H -1.1660 -2.4282 -1.5998
H -0.2265 -1.1001 -2.9876
H -0.3479 0.2722 -4.9939
H -0.6620 2.7246 -4.8087
H -0.8125 3.7750 -2.5783
H -0.6611 2.4478 -0.5656
H -0.9633 -2.1169 2.0206
H -1.3453 -1.6086 4.3638
H -1.1960 0.7297 5.1769
H -0.6595 2.5430 3.5856
H -0.2685 2.0695 1.2531
O 2.6891 0.7285 -0.2924
*
```



[3]
# C13H13N3O3S

A single C13H13N3O3S molecule (wB97M-V/def2-TZVPD, the OMol25 dataset).

Computed properties:
- HOMO-LUMO gap (eV) = 9.83
- energy relative to the best compared isomer or geometry (same formula, charge and spin) (kJ/mol) = 156.7
- HOMO energy (eV) = -9.5
- total energy (eV) = -35139.08769

```
! wB97M-V def2-TZVPD RIJCOSX def2/J DEFGRID3
* xyz 0 1
C 1.1929 6.0365 1.2020
C 0.8910 4.5710 1.1787
C -0.2987 4.1106 0.6193
C -0.5793 2.7571 0.5749
C 0.3369 1.8660 1.0984
S 0.0063 0.1242 0.9924
O -1.3893 -0.1289 0.7788
O 0.6560 -0.6011 2.0439
N 0.8995 -0.3049 -0.4300
N 0.7050 -1.6833 -0.6149
C -0.3137 -2.0702 -1.4471
O -0.8229 -1.2756 -2.2134
C -0.6594 -3.5092 -1.4005
C -1.9509 -3.8945 -1.7557
C -2.2874 -5.2353 -1.7070
C -1.3145 -6.1410 -1.3081
N -0.0790 -5.7881 -0.9938
C 0.2428 -4.5102 -1.0399
C 1.5243 2.2932 1.6573
C 1.7966 3.6493 1.6966
H 1.5655 6.3515 0.2272
H 1.9504 6.2681 1.9456
H 0.2958 6.6123 1.4167
H -1.0074 4.8198 0.2183
H -1.4978 2.3772 0.1562
H 0.4722 0.1385 -1.2470
H 0.9334 -2.2039 0.2219
H -2.6610 -3.1378 -2.0543
H -3.2784 -5.5705 -1.9698
H -1.5259 -7.2000 -1.2415
H 1.2725 -4.2794 -0.8002
H 2.2046 1.5607 2.0600
H 2.7198 3.9981 2.1347
*
```



[4]
# C13H13NO2

A single C13H13NO2 molecule at a distorted geometry (wB97M-V/def2-TZVPD, the OMol25 dataset).

Computed properties:
- HOMO-LUMO gap (eV) = 9.35
- energy relative to the best compared isomer or geometry (same formula, charge and spin) (kJ/mol) = 288.7
- HOMO energy (eV) = -8.6
- total energy (eV) = -19273.91430

```
! wB97M-V def2-TZVPD RIJCOSX def2/J DEFGRID3
* xyz 0 1
C -0.4961 2.3692 0.7228
C -0.6236 2.1236 -0.8980
O -0.4359 0.8489 -1.2884
C -1.2666 0.0141 -0.6149
C -2.5027 0.3471 -0.1145
C -3.3416 -0.6303 0.4061
C -2.9753 -1.9505 0.4626
C -1.6413 -2.3778 0.0420
C -0.8703 -1.3349 -0.5136
O 0.3369 -1.6891 -1.0010
C 1.4671 -0.9969 -0.5219
C 2.6762 -0.8623 -1.2768
C 3.8861 -0.5840 -0.5408
C 3.7069 -0.3414 0.8327
N 2.5978 -0.2231 1.4715
C 1.5112 -0.6889 0.8325
H -1.0891 1.9861 1.4739
H -0.6224 3.4738 0.8113
H 0.5633 2.1952 0.9252
H -1.6302 2.6716 -1.1058
H 0.2504 2.6876 -1.3882
H -2.7833 1.3884 -0.0373
H -4.3400 -0.4976 0.8954
H -3.6376 -2.5680 1.0699
H -1.3627 -3.4238 0.0457
H 2.5208 -1.0106 -2.3845
H 4.8182 -0.3115 -1.1446
H 4.6002 -0.1124 1.4373
H 0.6838 -0.5025 1.4013
*
```